1.
ORCA calculation (wB97M-V/def2-TZVPD) on 2 unconnected molecules or ions with the total composition C3H4N2O2.

Geometry as XYZ:
```
11
Properties=species:S:1:pos:R:3:forces:R:3
C 0.03678 1.44721 0.26473 0.008 0.116 0.016
N -0.06168 0.05323 -0.17136 0.168 0.072 0.199
C -0.01853 -0.17335 -1.55426 -0.474 0.062 0.039
N -1.21881 -0.14344 -1.24226 0.365 -0.030 -0.377
H 0.12257 2.16854 -0.55719 -0.028 -0.109 0.071
H -0.85145 1.68268 0.85690 0.118 0.005 -0.063
H 0.91205 1.52400 0.91733 -0.095 0.004 -0.113
H 0.67008 -0.32397 -2.37664 -0.077 0.061 0.098
O 0.21646 -2.71079 0.32335 -0.065 0.419 0.685
C 0.12768 -2.04310 1.27775 0.032 -0.177 0.099
O 0.05399 -1.46472 2.28821 0.048 -0.424 -0.654
```
Positions in Å, forces in eV/Å.

Its gap between HOMO and LUMO is 10.59 eV. For the maximum force, the calculation gives 0.8 eV Å⁻¹. For the total energy, the calculation gives -10248.43505 eV. As for the structure (SMILES): CN1C=N1.O=C=O. The calculation puts the lowest unoccupied orbital energy at 0.819 eV.

***

2.
ORCA calculation (wB97M-V/def2-TZVPD) on a molecular structure, C50H39AsBrIrO3P2S2 in a non-equilibrium geometry.

Geometry as XYZ:
```
99
Properties=species:S:1:pos:R:3:forces:R:3
Ir 0.24322 -0.61254 -1.20632 -0.094 -0.680 1.721
S 2.79552 -0.92354 -0.54072 -1.377 0.226 -1.051
P 1.87452 -0.56314 1.21288 -0.298 0.495 0.419
C 0.24392 -0.02364 0.97438 0.081 -1.646 -2.099
P -1.29308 -0.77134 1.23578 0.089 0.598 0.495
S -2.22918 -1.13994 -0.51982 1.609 0.318 -1.022
C -2.36798 0.48126 1.99688 0.189 -0.269 0.131
C -3.74228 0.28336 1.93068 0.102 0.024 0.113
C -4.59748 1.28246 2.34948 -0.130 -0.055 0.000
C -4.08278 2.47196 2.84378 0.023 0.118 0.036
C -2.71328 2.66706 2.90988 -0.045 0.111 0.076
C -1.85058 1.67116 2.48438 0.068 -0.164 0.076
C -1.35338 -2.25614 2.28658 -0.034 0.432 -0.221
C -0.96268 -3.46054 1.71418 0.039 0.086 -0.036
C -1.00758 -4.62024 2.46138 0.067 -0.103 0.000
C -1.43758 -4.57484 3.77848 -0.076 0.047 0.118
C -1.79538 -3.36704 4.35788 -0.039 -0.083 0.179
C -1.75218 -2.20094 3.61478 0.022 0.099 -0.112
C 2.79872 0.87196 1.83388 -0.133 -0.268 0.138
C 2.33862 2.13946 1.49858 -0.100 -0.002 0.054
C 3.13062 3.24396 1.75178 0.097 0.061 0.033
C 4.37922 3.07976 2.33238 0.089 0.110 0.036
C 4.83852 1.81396 2.66278 0.125 -0.022 0.051
C 4.05002 0.70566 2.41288 -0.126 -0.015 0.022
C 2.13082 -1.93474 2.37708 0.010 0.374 -0.330
C 1.68842 -1.80684 3.68858 0.034 -0.023 -0.046
C 1.85782 -2.86114 4.56668 -0.084 0.016 0.135
C 2.45902 -4.03434 4.13288 0.028 -0.087 -0.019
C 2.88522 -4.16384 2.82068 0.010 -0.072 0.094
C 2.71712 -3.11214 1.93778 0.022 0.079 0.003
H -4.12168 -0.64694 1.52908 -0.124 0.008 -0.036
H -5.66488 1.14176 2.26838 -0.112 -0.007 0.071
H -4.75278 3.25016 3.17918 -0.069 0.083 -0.015
H -2.31288 3.60096 3.27908 0.001 0.051 0.062
H -0.77698 1.80526 2.52228 0.029 0.056 -0.103
H -0.62818 -3.47224 0.68638 0.013 -0.088 -0.150
H -0.71228 -5.55814 2.01468 0.033 -0.095 -0.056
H -1.50748 -5.48354 4.35748 0.061 -0.097 0.056
H -2.11338 -3.33294 5.39168 -0.022 -0.023 0.020
H -2.02468 -1.25054 4.05468 -0.083 0.010 0.055
H 1.37142 2.23996 1.02348 -0.071 -0.043 -0.056
H 2.77992 4.23166 1.48488 -0.009 0.069 0.006
H 5.00152 3.94116 2.52898 0.042 0.070 0.004
H 5.81842 1.68526 3.10198 0.025 0.040 0.046
H 4.40262 -0.28954 2.65078 0.063 -0.042 0.031
H 1.20932 -0.88904 4.00528 -0.001 0.052 0.107
H 1.51742 -2.77444 5.59028 -0.014 0.006 0.010
H 2.59272 -4.85704 4.82088 -0.006 -0.043 0.065
H 3.34702 -5.07854 2.47978 0.010 -0.082 -0.009
H 3.04092 -3.18394 0.91008 0.034 -0.082 -0.089
O 0.23062 1.70476 -1.31752 0.678 -2.174 1.190
As -0.29948 2.75586 -2.44772 -0.671 0.793 -0.848
C 1.20862 3.91796 -2.86772 -0.336 -0.224 0.068
C 2.41912 3.61796 -2.25652 -0.225 -0.407 0.189
C 3.54022 4.37746 -2.53962 0.043 0.071 -0.013
C 3.45242 5.42926 -3.43602 -0.009 -0.023 0.029
C 2.23842 5.74236 -4.02722 -0.049 0.085 -0.059
C 1.11012 4.99386 -3.74002 -0.216 -0.116 -0.009
C -0.98528 1.79036 -3.99622 0.142 0.325 0.372
C -1.65868 2.39376 -5.05242 0.050 0.153 0.086
C -2.16038 1.60786 -6.07752 -0.083 0.123 -0.070
C -2.00938 0.22986 -6.05082 0.038 0.005 0.044
C -1.32948 -0.37304 -5.00572 -0.053 -0.071 -0.036
C -0.81678 0.41486 -3.99292 0.393 -0.335 0.465
C -1.69358 3.82816 -1.59772 0.296 -0.277 -0.271
C -1.31258 4.57296 -0.48712 0.344 -0.030 -0.072
C -2.26568 5.25476 0.24918 0.054 0.023 -0.036
C -3.59818 5.19826 -0.12922 -0.018 -0.041 -0.019
C -3.98088 4.43426 -1.21852 -0.053 -0.001 -0.052
C -3.03078 3.74066 -1.95232 0.101 -0.119 -0.268
H 2.46442 2.77906 -1.56852 0.062 0.017 -0.027
H 4.47962 4.14626 -2.06202 0.097 -0.057 0.040
H 4.33092 6.00716 -3.67732 0.090 0.090 -0.002
H 2.17412 6.57426 -4.71152 -0.033 0.074 -0.083
H 0.15642 5.24026 -4.19192 0.022 0.061 -0.060
H -1.79348 3.46886 -5.07732 -0.036 0.005 -0.020
H -2.68648 2.07386 -6.89762 -0.035 0.055 -0.057
H -2.42488 -0.37404 -6.84362 -0.025 -0.038 -0.069
H -1.21368 -1.44564 -4.95082 0.016 -0.092 0.022
H -0.26608 -0.07184 -3.16332 -0.328 0.357 -0.664
H -0.26238 4.60666 -0.20822 -0.104 0.051 0.071
H -1.97538 5.82996 1.11608 0.063 0.049 0.038
H -4.34128 5.75026 0.42668 -0.064 0.005 0.086
H -5.02178 4.37286 -1.49832 -0.084 -0.001 -0.029
H -3.32348 3.13536 -2.80272 -0.073 -0.004 0.049
Br 3.43332 -6.78914 -0.09602 -0.083 -0.025 -0.042
C 1.67742 -6.48834 -0.77742 0.239 -0.062 0.096
C 0.75572 -7.51974 -0.75602 0.097 -0.036 0.031
C -0.51198 -7.29174 -1.26492 -0.026 -0.034 0.035
C -0.85278 -6.04854 -1.76762 0.054 0.220 -0.068
C 0.08112 -5.02054 -1.75602 0.048 0.229 -0.105
C 1.36382 -5.23974 -1.27172 -0.030 -0.050 0.085
C -0.29268 -3.62944 -2.23632 -0.835 -0.270 -0.224
O -1.20018 -3.47354 -3.03292 -0.191 0.052 -0.192
O 0.43602 -2.72354 -1.70552 0.925 2.187 1.353
H 1.02352 -8.48414 -0.35312 0.046 -0.072 0.021
H -1.23058 -8.09654 -1.25972 -0.117 -0.068 -0.005
H -1.83608 -5.84814 -2.16472 -0.081 0.011 -0.044
H 2.08622 -4.43644 -1.28402 -0.011 0.035 0.059
```
Positions in Å, forces in eV/Å.

Its gap between HOMO and LUMO is 6.94 eV. For the maximum force, the calculation gives 2.7 eV Å⁻¹. For the total energy, the calculation gives -232593.11920 eV. The calculation puts the lowest unoccupied orbital energy at -0.509 eV.

***

What is the formula in the second record?
C50H39AsBrIrO3P2S2

***

Look up the lowest unoccupied orbital energy of the second one.
-0.509 eV

***

maximum force of number 1 (C3H4N2O2)?
0.8 eV Å⁻¹